Density functional theory data (the ωB97M-V functional and the def2-TZVPD basis) for 2 unconnected molecules or ions with the total composition C4H7NO2.

Structure (XYZ):
```
14
Properties=species:S:1:pos:R:3:mulliken_charge:R:1
C 0.44924 1.87594 -1.42328 -0.6890
N -0.80907 1.61142 -0.77576 -0.4788
C -1.10313 0.64596 -0.06281 0.8070
C 0.51219 -0.90157 -0.08839 -0.7619
O 0.60897 -1.15728 1.24117 -0.2410
C -0.28914 -1.72591 1.93169 -0.1632
O -1.85594 0.04064 0.64542 -0.5344
H 1.29649 1.69364 -0.74965 0.2752
H 0.56788 1.25039 -2.31853 0.2806
H 0.48519 2.92381 -1.74142 0.2548
H 1.50009 -0.70089 -0.48710 0.3516
H -0.09682 -1.63408 -0.61661 0.3403
H -0.09706 -1.78718 2.99670 0.2836
H -1.16890 -2.13489 1.44856 0.2752
```

**HOMO (alpha / beta)**: -0.2947 / -0.2936 Ha
**E_LUMO (alpha / beta)**: -0.280 / -0.355 eV
**Charge**: 0
**HOMO-LUMO gap (alpha / beta)**: 7.74 / 7.63 eV